{"formula": "C20H35NO3S", "method": "ωB97M-V/def2-TZVPD", "species": ["O", "S", "O", "C", "C", "C", "C", "C", "C", "C", "C", "C", "C", "C", "C", "C", "C", "C", "C", "N", "C", "C", "C", "C", "O", "H", "H", "H", "H", "H", "H", "H", "H", "H", "H", "H", "H", "H", "H", "H", "H", "H", "H", "H", "H", "H", "H", "H", "H", "H", "H", "H", "H", "H", "H", "H", "H", "H", "H", "H"], "xyz": [[8.201, -1.259, 1.604], [7.131, -1.439, 0.666], [7.054, -3.065, 0.534], [5.815, -3.582, 0.044], [5.024, -2.675, -0.903], [4.039, -1.794, -0.122], [4.659, -0.673, 0.702], [5.019, 0.597, -0.071], [3.801, 1.312, -0.651], [3.142, 2.288, 0.344], [2.064, 3.133, -0.341], [0.634, 2.604, -0.150], [-0.376, 3.746, -0.010], [-1.837, 3.314, -0.135], [-2.174, 1.954, 0.519], [-3.680, 1.835, 0.856], [-4.335, 0.612, 0.184], [-5.486, -0.020, 1.002], [-5.422, -1.532, 1.140], [-5.685, -2.272, -0.084], [-6.322, -3.494, -0.067], [-6.441, -3.946, -1.367], [-5.859, -2.969, -2.210], [-5.404, -1.957, -1.383], [5.759, -1.148, 1.517], [5.155, -3.853, 0.867], [6.072, -4.507, -0.463], [5.654, -2.114, -1.588], [4.420, -3.335, -1.524], [3.275, -1.423, -0.799], [3.535, -2.463, 0.573], [3.902, -0.368, 1.423], [5.475, 1.267, 0.659], [5.766, 0.401, -0.835], [4.117, 1.908, -1.503], [3.030, 0.617, -0.980], [2.724, 1.717, 1.172], [3.942, 2.913, 0.737], [2.269, 3.123, -1.409], [2.099, 4.171, -0.018], [0.336, 2.040, -1.036], [0.549, 1.925, 0.695], [-0.157, 4.470, -0.795], [-0.194, 4.245, 0.943], [-2.077, 3.233, -1.196], [-2.502, 4.073, 0.268], [-1.893, 1.188, -0.195], [-1.603, 1.850, 1.437], [-3.809, 1.782, 1.933], [-4.198, 2.715, 0.485], [-3.580, -0.157, 0.035], [-4.731, 0.911, -0.782], [-6.466, 0.260, 0.625], [-5.419, 0.372, 2.017], [-6.222, -1.809, 1.824], [-4.491, -1.840, 1.615], [-6.663, -3.955, 0.841], [-6.909, -4.866, -1.669], [-5.805, -3.006, -3.281], [-4.919, -1.053, -1.696]], "nbo_charge": [-0.9142, 1.7434, -0.7033, -0.0771, -0.4569, -0.4275, 0.0943, -0.4447, -0.3930, -0.3885, -0.4006, -0.3955, -0.3860, -0.3881, -0.3989, -0.3930, -0.4024, -0.4042, -0.1890, -0.3403, -0.0756, -0.2979, -0.3083, -0.0661, -0.7109, 0.1798, 0.1972, 0.2189, 0.2263, 0.2193, 0.2076, 0.1984, 0.2195, 0.2129, 0.2066, 0.1949, 0.1925, 0.2008, 0.2000, 0.2055, 0.1918, 0.1954, 0.1997, 0.1933, 0.1929, 0.2003, 0.1998, 0.1987, 0.1976, 0.1998, 0.1959, 0.2060, 0.2118, 0.2069, 0.2060, 0.1921, 0.2078, 0.2186, 0.2198, 0.2102], "homo_energy_ha": -0.300, "total_charge": 0, "e_tot_ha": -1461.67803, "max_force_ha_per_bohr": 0.02276}